1.
159
Properties=species:S:1:pos:R:3:forces:R:3 method="wB97M-V/def2-TZVPD" total_charge=-1 gap_ha=0.233 energy_ha=-5603.215016 largest_force_ev_per_a=6.95 e_lumo_ev=1.27
O -0.42221 -0.42548 0.41632 2.85 -0.33 -0.89
V 1.12250 -0.44624 -0.12841 -1.06 4.14 0.55
O 1.22268 0.84657 -1.13144 -0.06 -2.75 1.87
C 3.99159 0.19188 3.19713 -1.96 0.16 -2.87
C 3.17144 -0.09808 2.07995 2.69 -1.53 1.31
C 3.70070 -1.18482 1.06390 2.88 -1.23 3.82
O 3.13534 -1.21836 -0.03973 -3.00 0.25 -2.37
C 4.76184 -2.09471 1.46583 -4.84 2.98 -4.00
C 5.30348 -1.95657 2.68706 4.84 -3.14 2.99
C 4.95221 -0.73108 3.57896 2.76 1.09 5.59
O 5.48466 -0.46051 4.77499 -1.21 -2.17 -4.71
O 6.19537 -2.86848 2.96699 -2.36 3.18 0.65
O 2.02687 0.36288 1.89790 -2.11 0.18 -2.58
H 3.79524 1.07184 3.79171 -0.09 -0.21 0.29
H 5.04440 -2.84211 0.73923 0.21 -0.14 0.27
F -1.38637 1.74468 8.57992 0.03 0.04 -0.43
C -0.65171 1.38597 7.50150 0.00 0.45 -2.42
C 0.15818 0.25399 7.60246 -0.73 0.99 1.32
C 0.97174 -0.15556 6.57758 -0.42 0.73 0.65
C 0.96837 0.61177 5.43220 1.12 -0.67 -0.44
C 0.20105 1.75721 5.25342 -0.05 -0.79 1.19
C -0.71569 2.14069 6.26462 0.96 -1.43 0.81
H 0.23339 -0.20520 8.57709 -0.18 -0.18 0.11
H 1.67955 -0.92960 6.83502 0.07 -0.24 -0.70
H 1.70303 0.27954 4.71367 -0.03 0.47 -0.55
H 0.48307 2.30824 4.36841 -0.80 0.37 -0.17
H -1.42581 2.92542 6.04938 0.05 0.24 0.54
F 1.64398 6.83971 3.07640 -0.39 0.09 -0.17
C 1.85525 5.93635 2.09832 -0.27 -1.24 -1.03
C 1.39004 6.11097 0.77619 0.67 0.21 0.76
C 1.82333 5.21146 -0.17281 0.64 -0.10 0.25
C 2.58544 4.10359 0.16148 0.56 -0.47 -0.11
C 2.98190 3.84294 1.47696 -1.86 1.09 -0.26
C 2.52282 4.75534 2.45054 0.81 0.29 -0.37
H 0.78118 6.88240 0.32832 0.03 0.62 0.93
H 1.69577 5.53111 -1.19650 -0.39 -0.54 -0.27
H 2.91453 3.44816 -0.63131 -0.06 -0.11 -0.02
H 3.49879 2.92994 1.73321 0.12 0.05 0.14
H 2.81176 4.61095 3.48111 -0.06 0.09 0.18
F -0.68137 4.95671 -5.51016 -0.06 -0.22 -0.11
C 0.66630 5.00894 -5.48301 -0.67 1.03 -2.40
C 1.29910 4.84773 -4.31098 0.97 -0.39 1.90
C 2.66540 5.01971 -4.26685 1.64 0.09 -1.81
C 3.39571 5.28590 -5.46017 -0.05 -0.07 0.88
C 2.73442 5.45299 -6.66415 -1.18 -0.15 0.56
C 1.34811 5.34593 -6.66293 0.03 0.05 0.30
H 0.81021 4.56159 -3.39146 -0.48 0.10 -0.08
H 3.24833 4.89912 -3.36571 -0.23 -0.08 0.22
H 4.47325 5.34764 -5.42169 -0.03 0.08 0.10
H 3.14435 5.69425 -7.63376 0.70 0.00 0.24
H 0.89954 5.60639 -7.61021 -0.78 -0.33 0.21
F 0.56369 2.26181 -6.28889 -1.07 1.55 -0.12
C 1.24979 1.22090 -5.89707 0.90 -1.08 2.05
C 1.49181 0.97915 -4.51044 -0.10 0.12 -1.36
C 2.19307 -0.16726 -4.16228 -0.63 0.01 0.57
C 2.65081 -1.04601 -5.10987 0.26 0.59 -0.72
C 2.38819 -0.72789 -6.43177 0.66 -1.32 -1.34
C 1.67415 0.35973 -6.87621 -0.03 0.20 0.96
H 1.13612 1.64072 -3.73442 -0.10 0.16 -0.10
H 2.31027 -0.49119 -3.13869 0.11 0.68 0.29
H 3.29030 -1.85305 -4.78407 -0.18 -0.33 -0.35
H 2.73314 -1.34212 -7.25039 0.30 -0.52 0.17
H 1.44001 0.54697 -7.91376 0.12 -0.03 -0.03
F -8.65555 -0.87892 -1.58896 -0.95 -0.42 -0.55
C -7.48630 -0.69929 -1.01440 2.03 1.74 1.88
C -7.33756 0.36340 -0.06892 -0.47 -0.66 -1.24
C -6.09762 0.64760 0.44871 0.73 0.04 0.37
C -4.97203 -0.10695 0.11769 -0.90 0.07 0.92
C -5.15777 -1.15973 -0.72739 1.05 -0.35 -0.04
C -6.36721 -1.44872 -1.32465 -0.71 -0.17 -0.71
H -8.16419 1.01856 0.16312 -0.25 -0.18 0.00
H -5.95258 1.44744 1.15978 -0.29 0.19 0.03
H -4.03655 0.01621 0.64315 0.14 0.28 -0.22
H -4.26745 -1.74467 -0.90509 -0.23 -0.29 -0.32
H -6.39708 -2.19577 -2.10402 -0.26 -0.25 0.06
F -1.42818 -7.67325 2.97427 -0.59 0.23 -0.78
C -2.19144 -7.19579 1.93140 0.50 1.25 1.66
C -2.33526 -5.81132 1.79544 0.42 -1.11 0.33
C -3.00952 -5.33580 0.70007 0.33 -0.12 -1.04
C -3.62291 -6.22030 -0.22712 -0.20 -1.26 0.42
C -3.58000 -7.59771 -0.00401 1.49 1.03 1.77
C -2.80087 -8.05252 1.11036 -1.41 -1.78 -2.43
H -1.81758 -5.19779 2.51792 -0.11 0.29 -0.19
H -2.79501 -4.29508 0.50696 -0.87 0.31 -0.22
H -4.17998 -6.03844 -1.13432 0.12 1.27 0.02
H -4.05109 -8.29524 -0.68071 0.01 -0.04 0.06
H -2.66700 -9.12013 1.20357 0.06 -0.09 0.35
F 5.75113 3.75541 -4.39508 0.44 1.19 -2.10
C 5.59290 2.99846 -3.35364 -1.04 -2.57 2.01
C 5.39262 1.60398 -3.53159 -0.25 0.56 0.27
C 5.24443 0.77357 -2.40836 0.24 1.04 -2.02
C 5.20294 1.38122 -1.19774 0.16 -0.51 1.92
C 5.27337 2.73992 -0.99838 0.60 1.40 -1.27
C 5.48842 3.60662 -2.11935 -0.19 -1.51 0.94
H 5.17370 1.26067 -4.53190 0.50 -0.20 -0.21
H 5.16280 -0.30302 -2.43460 -0.14 -0.01 -0.41
H 5.13713 0.67749 -0.38113 -0.16 0.37 0.57
H 5.19927 3.16101 -0.00662 0.04 -0.03 0.00
H 5.52756 4.68555 -2.09157 0.09 0.07 0.37
F -2.19875 4.77385 -1.92232 -0.21 -0.22 0.68
C -1.95469 4.49779 -0.60104 0.79 -0.77 -0.31
C -1.96990 5.53608 0.29224 0.19 -0.32 0.93
C -1.52608 5.27372 1.61739 -0.57 -1.43 -0.40
C -1.14890 3.95508 1.98367 -0.68 2.17 -1.58
C -1.14572 2.95248 0.99099 0.26 -0.10 3.27
C -1.56016 3.18273 -0.27249 -0.38 1.50 -1.84
H -2.34259 6.48011 -0.07696 0.19 0.28 0.27
H -1.55841 6.02087 2.39657 0.05 0.30 -0.15
H -0.87155 3.79911 3.01573 0.15 -0.38 -0.08
H -0.86027 2.02267 1.46042 0.14 -0.70 -1.03
H -1.52294 2.49920 -1.10784 0.02 -0.48 0.28
F 0.86681 -2.46859 1.45304 0.76 1.15 -2.41
C 0.71196 -3.18181 2.51176 -1.07 -3.64 3.08
C 0.70166 -4.59958 2.43447 1.32 0.48 0.90
C 0.55000 -5.37486 3.62177 -0.58 2.07 0.03
C 0.17993 -4.67698 4.78693 -0.11 0.04 0.33
C 0.13779 -3.28579 4.84194 0.04 -0.47 -0.40
C 0.44564 -2.57321 3.72322 0.09 1.37 -1.29
H 1.06700 -5.02799 1.51285 -0.29 -0.29 -0.21
H 0.63240 -6.44967 3.68812 0.00 0.04 -0.47
H -0.12435 -5.15183 5.70798 0.26 -0.64 -0.07
H -0.14200 -2.67674 5.68880 -0.03 -0.50 0.45
H 0.42438 -1.49345 3.73093 0.04 0.20 0.04
F 0.85066 -1.88232 -1.67878 -0.35 -0.18 -0.28
C 0.83015 -3.24927 -1.75630 1.47 -3.45 -0.03
C -0.28751 -4.03871 -1.58756 -1.34 0.33 0.73
C -0.23645 -5.44272 -1.54424 0.98 0.10 -0.82
C 0.99369 -6.10690 -1.67521 -1.16 0.22 0.01
C 2.11914 -5.36217 -1.83990 0.56 2.01 -0.86
C 2.02901 -3.94902 -1.96649 0.12 0.72 0.92
H -1.23168 -3.55278 -1.39058 -0.23 0.06 -0.16
H -1.12932 -6.04994 -1.56594 -0.27 0.31 0.44
H 1.09479 -7.18095 -1.72607 -0.35 -0.11 0.25
H 3.06229 -5.86609 -1.99135 0.20 0.24 0.09
H 2.89227 -3.30584 -2.05312 0.44 -0.26 -0.14
F -2.43062 -0.32685 -1.64959 0.37 -0.38 -1.77
C -2.26595 -0.78347 -2.94883 -0.73 0.96 -0.75
C -2.86351 -1.98477 -3.32545 0.45 0.29 0.13
C -2.62386 -2.46545 -4.61445 -0.90 0.11 0.44
C -1.98991 -1.66210 -5.51037 0.52 -0.85 -1.56
C -1.52468 -0.41970 -5.19977 0.19 0.33 -1.05
C -1.69208 0.06911 -3.96054 -0.20 -0.26 3.79
H -3.58101 -2.51340 -2.71541 0.40 -0.06 0.45
H -3.07728 -3.39569 -4.92343 0.07 -0.13 0.00
H -1.80641 -1.93298 -6.53962 -0.22 -0.61 -0.06
H -1.05473 0.11796 -6.01000 0.00 0.39 0.27
H -1.33967 1.03950 -3.64345 0.04 0.11 -0.05
F -4.93523 -2.19049 6.04820 -0.40 0.06 -0.51
C -4.81364 -1.09607 5.26155 0.56 1.05 0.23
C -3.54207 -0.71669 4.86076 -0.11 1.12 -0.96
C -3.41150 0.51048 4.12981 1.25 -2.72 0.84
C -4.48787 1.27770 3.90701 0.98 2.42 -1.10
C -5.68850 0.98639 4.43265 -1.30 -0.02 0.16
C -5.88385 -0.22197 5.02560 -0.85 -0.92 0.71
H -2.66676 -1.32347 5.03979 -0.06 -0.12 0.18
H -2.45125 0.82372 3.74745 0.17 -0.20 0.05
H -4.33259 2.18521 3.34246 -0.09 0.29 0.01
H -6.49515 1.70451 4.43149 -0.19 -0.09 -0.39
H -6.92985 -0.36946 5.25041 0.14 -0.85 0.72

2.
17
Properties=species:S:1:pos:R:3:forces:R:3 method="wB97M-V/def2-TZVPD" total_charge=0 gap_ha="0.296 / 0.303" energy_ha=-272.476345 largest_force_ev_per_a=0.66 e_lumo_ev="0.21 / 0.29"
C 0.03639 1.15349 0.96441 0.07 0.19 0.05
C -0.79452 -0.08965 0.50310 -0.02 -0.11 0.49
C -0.84377 0.08439 -0.85998 -0.09 0.04 -0.65
C 0.58410 -0.25522 -1.18831 0.09 0.13 -0.29
C 0.70740 -1.68051 -0.63140 0.03 -0.19 -0.03
C 0.43902 -0.99175 0.69409 0.13 -0.31 0.27
C 1.15010 0.31469 0.25272 0.24 0.07 0.09
H -0.24384 2.13585 0.57669 -0.01 -0.21 0.01
H 0.23439 1.20846 2.04314 -0.05 -0.06 -0.19
H -2.58742 1.05350 0.60345 -0.26 0.27 -0.05
H -2.71654 1.63840 0.15271 -0.21 0.06 0.15
H -1.45975 0.80873 -1.38434 0.20 0.09 0.16
H 1.00153 0.04833 -2.15093 -0.09 -0.10 0.13
H -0.03684 -2.39595 -0.99942 0.18 0.03 0.07
H 1.71821 -2.08496 -0.70388 -0.06 0.04 0.03
H 0.59035 -1.42712 1.68456 0.02 0.07 -0.16
H 2.22118 0.47931 0.44340 -0.19 -0.01 -0.07

3.
17
Properties=species:S:1:pos:R:3:forces:R:3 method="wB97M-V/def2-TZVPD" total_charge=0 gap_ha="0.303 / 0.304" energy_ha=-272.481837 largest_force_ev_per_a=0.35 e_lumo_ev="0.32 / 0.33"
C -0.90212 0.88774 -0.81444 0.00 0.11 -0.28
C -1.21434 0.03265 0.44254 -0.24 0.09 0.12
C -0.55079 -1.13023 0.16836 0.10 -0.23 -0.17
C 0.85650 -0.64714 0.43755 0.24 -0.23 -0.09
C 0.80046 -0.10649 1.87129 -0.02 -0.04 0.13
C -0.22043 0.84994 1.28576 -0.05 0.24 0.26
C 0.49655 0.88517 -0.09707 0.16 0.26 -0.13
H -1.01594 0.41568 -1.79228 0.01 0.06 0.18
H -1.31537 1.90448 -0.82455 0.06 -0.17 0.05
H -0.69129 -1.74486 -3.22878 0.05 0.01 -0.03
H -0.05247 -1.40584 -3.05915 -0.03 -0.04 -0.05
H -0.78669 -1.72121 -0.71404 0.01 0.09 0.17
H 1.70624 -1.22681 0.06825 -0.16 0.09 0.05
H 0.48053 -0.80731 2.65012 0.05 0.10 -0.10
H 1.72160 0.40601 2.16312 -0.12 -0.06 -0.06
H -0.57807 1.76564 1.76200 0.05 -0.14 -0.09
H 1.26563 1.64258 -0.31869 -0.12 -0.14 0.04

4.
17
Properties=species:S:1:pos:R:3:forces:R:3 method="wB97M-V/def2-TZVPD" total_charge=0 gap_ha=0.342 energy_ha=-272.660899 largest_force_ev_per_a=0.25 e_lumo_ev=1.01
C -0.53857 0.08370 0.12410 -0.08 0.04 -0.23
C 0.42186 0.01402 -0.81880 -0.02 -0.01 0.22
C 0.40310 -0.20421 1.21058 0.08 -0.02 -0.01
C 0.34407 -0.33499 2.52313 -0.02 -0.01 0.10
C 1.52369 -0.29360 0.17946 0.21 -0.04 -0.03
C -2.00015 0.34235 0.12962 0.14 -0.04 -0.03
C 0.49000 0.16443 -2.28926 -0.12 0.01 0.11
H 1.22057 -0.55553 3.10908 0.19 -0.04 0.06
H -0.58363 -0.22624 3.05975 -0.22 0.03 0.07
H 1.98716 -1.27592 0.08509 0.04 -0.08 0.00
H 2.30201 0.46382 0.27521 0.07 0.06 0.01
H -2.53845 -0.54439 0.46514 -0.09 -0.01 0.02
H -2.34782 0.60826 -0.86612 -0.10 0.02 -0.04
H -2.23596 1.15457 0.81647 -0.08 0.05 0.02
H 1.16741 0.97720 -2.55480 0.03 0.03 -0.07
H -0.49286 0.37437 -2.70456 -0.04 0.02 -0.12
H 0.87756 -0.74786 -2.74408 0.02 -0.03 -0.08

5.
17
Properties=species:S:1:pos:R:3:forces:R:3 method="wB97M-V/def2-TZVPD" total_charge=0 gap_ha=0.340 smiles="C[C@]12C=C[C@H](C1)C2" energy_ha=-272.553613 largest_force_ev_per_a=4.32 e_lumo_ev=1.10
C 1.88270 -0.16020 -0.21625 1.40 0.51 1.23
C 0.53475 0.15312 0.50579 -0.11 -1.19 -4.15
C -0.55091 -0.77694 1.14124 -0.05 -0.39 -0.03
C -1.37510 -0.35471 -0.10662 -1.06 -0.18 -0.01
C -0.13340 -0.49079 -0.93135 -1.09 0.31 0.25
C -1.41588 1.16145 0.06871 -0.22 0.13 0.14
C -0.20252 1.49825 0.52020 0.06 -0.21 -0.75
H 1.87567 -0.45180 -1.30311 -0.29 0.35 1.08
H 2.43656 0.76114 -0.23424 1.07 0.21 0.48
H 2.36280 -0.99719 0.26582 0.79 0.08 0.42
H -1.03523 -0.52228 2.09491 0.61 0.19 -0.11
H -0.21516 -1.81400 1.15610 -0.23 -0.13 -0.14
H -2.26175 -0.87496 -0.44364 -0.60 0.04 0.30
H 0.00317 0.11360 -1.84011 -0.21 0.08 0.45
H 0.16251 -1.53431 -1.17436 -0.08 0.55 0.60
H -2.23026 1.79162 -0.26022 -0.08 0.07 0.40
H 0.16204 2.49801 0.75713 0.11 -0.42 -0.14

6.
17
Properties=species:S:1:pos:R:3:forces:R:3 method="wB97M-V/def2-TZVPD" total_charge=0 gap_ha=0.288 energy_ha=-272.532354 largest_force_ev_per_a=1.19 e_lumo_ev=-0.39
C -0.21951 -0.73935 0.22070 0.16 -0.18 -0.58
C -0.89728 -1.73149 0.84716 0.06 0.23 0.08
C -0.25165 -0.81217 1.77791 -0.08 -0.33 1.14
C 0.54736 -0.05671 -0.61678 0.13 0.22 -0.40
C 0.78262 -1.35783 2.73057 -0.09 -0.02 -0.06
C -1.27826 1.07026 -1.94256 0.12 -0.01 -0.12
C 0.11659 0.44888 -1.95792 -0.22 0.25 0.00
H -0.67301 0.13325 2.11923 -0.02 0.09 -0.39
H 1.57322 0.15444 -0.33105 0.00 -0.10 0.17
H 1.31848 -2.18783 2.27620 0.01 -0.05 0.01
H 0.29660 -1.71530 3.63781 -0.02 -0.02 0.09
H 1.49397 -0.58143 3.00937 0.08 0.01 0.04
H -1.53718 1.43248 -2.93565 -0.09 0.01 -0.04
H -1.31316 1.91056 -1.25232 -0.05 0.06 0.06
H -2.01679 0.33615 -1.63301 -0.10 -0.03 0.04
H 0.84287 1.17843 -2.32287 0.00 -0.10 -0.02
H 0.11570 -0.39402 -2.65658 0.11 -0.01 -0.02